The following is a quantum chemistry calculation of a cluster of 2 separate species, C5H8O2 in total, from OMol25.

* energy relative to the best compared isomer or geometry (same formula, charge and spin): 5.411 eV
* gap between HOMO and LUMO: 9.298 eV
* SMILES: O[C@H]1CC2=C1C2.O

Each line ends with the Mulliken charge.
Atoms and positions in Å:
O: 2.48903 0.34001 -0.68840  -0.55
C: 1.51257 0.44635 0.30575  0.29
C: 0.39397 1.42626 -0.07301  -0.90
C: -0.57082 0.22685 -0.03851  -0.08
C: 0.41824 -0.64755 0.24971  -0.17
C: -0.45853 -1.01681 -0.88616  -0.34
H: 2.99601 -0.46530 -0.51941  0.34
H: 1.93762 0.56606 1.30975  0.31
H: 0.15533 2.23298 0.62290  0.26
H: 0.52130 1.82461 -1.08328  0.25
H: -1.21791 -1.76661 -0.68371  0.26
H: -0.09288 -0.98685 -1.91714  0.26
O: -2.94166 -1.01344 1.27741  -0.64
H: -3.09045 -0.38934 0.55627  0.34
H: -2.05182 -0.77723 1.56784  0.38